Density functional theory data (ωB97M-V with the def2-TZVPD basis set) for a 9-piece molecular cluster, C7H32N14O9 overall in a non-equilibrium geometry.

Bonds (Å) are listed after each position.
Geometry (Å):
1 O -5.8099 -8.0341 -8.5322  H2 0.962, H3 0.963
2 H -5.3557 -7.2832 -8.1369  O1 0.962
3 H -6.2692 -8.4589 -7.8000  O1 0.963
4 O 0.2031 -7.3167 -7.4600  H5 0.964, H6 0.961
5 H -0.5814 -7.8728 -7.5206  O4 0.964
6 H 0.7096 -7.5363 -8.2470  O4 0.961
7 C -2.7563 -6.0114 -3.9252  O8 1.215, N9 1.346, N10 1.365
8 O -1.9792 -5.9998 -2.9909  C7 1.215
9 N -3.7580 -5.1257 -4.0842  C7 1.346, H11 1.001, H12 1.005
10 N -2.6468 -6.9120 -4.9445  C7 1.365, H13 1.002, H14 1.006
11 H -4.2754 -4.9504 -4.9231  N9 1.001
12 H -3.8062 -4.4621 -3.3308  N9 1.005
13 H -1.9357 -7.6184 -4.9386  N10 1.002
14 H -3.3922 -6.9812 -5.6166  N10 1.006
15 C -5.6404 -6.1470 -11.6136  O16 1.209, N17 1.367, N18 1.383
16 O -5.9519 -7.2562 -11.2480  C15 1.209
17 N -4.5281 -5.4750 -11.1883  C15 1.367, H19 1.004, H20 1.014
18 N -6.3043 -5.4999 -12.6393  C15 1.383, H21 1.003, H22 1.000
19 H -4.5372 -4.4914 -11.3902  N17 1.004
20 H -4.0387 -5.8133 -10.3671  N17 1.014
21 H -5.8097 -4.7705 -13.1188  N18 1.003
22 H -7.1399 -5.8603 -13.0529  N18 1.000
23 C -2.5910 -8.9638 -10.7720  O24 1.208, N25 1.357, N26 1.386
24 O -3.7499 -9.0710 -10.4467  C23 1.208
25 N -1.9452 -9.7619 -11.6599  C23 1.357, H27 1.002, H28 1.002
26 N -1.8222 -7.9136 -10.2944  C23 1.386, H29 1.011, H30 1.004
27 H -1.0538 -9.4566 -12.0007  N25 1.002
28 H -2.4866 -10.4514 -12.1447  N25 1.002
29 H -2.2454 -7.4875 -9.4808  N26 1.011
30 H -0.8192 -7.9197 -10.3433  N26 1.004
31 C 1.2569 -2.8861 -7.7786  O32 1.211, N33 1.368, N34 1.357
32 O 1.9003 -3.4092 -6.8955  C31 1.211
33 N 1.2060 -3.4007 -9.0455  C31 1.368, H35 1.003, H36 1.004
34 N 0.4933 -1.7767 -7.6090  C31 1.357, H37 1.005, H38 1.005
35 H 0.6230 -3.0525 -9.7831  N33 1.003
36 H 1.8136 -4.1825 -9.2090  N33 1.004
37 H 0.1423 -1.3061 -8.4246  N34 1.005
38 H 0.6813 -1.1974 -6.8095  N34 1.005
39 C -1.0430 -4.5942 -13.2285  O40 1.219, N41 1.365, N42 1.352
40 O -0.3118 -5.3493 -13.8458  C39 1.219
41 N -1.9030 -3.7313 -13.8437  C39 1.365, H43 1.003, H44 1.001
42 N -1.0666 -4.5651 -11.8774  C39 1.352, H45 1.002, H46 1.002
43 H -2.7366 -3.4484 -13.3632  N41 1.003
44 H -1.8403 -3.5320 -14.8224  N41 1.001
45 H -0.5112 -5.2622 -11.4201  N42 1.002
46 H -1.7863 -4.0589 -11.3985  N42 1.002
47 C -2.4716 -4.7817 -8.1971  O48 1.231, N49 1.358, N50 1.349
48 O -3.0991 -5.7507 -8.6254  C47 1.231
49 N -2.5200 -3.5276 -8.7159  C47 1.358, H51 1.001, H52 1.007
50 N -1.6265 -4.9103 -7.1532  C47 1.349, H53 1.005, H54 1.009
51 H -3.2628 -3.1584 -9.2754  N49 1.001
52 H -1.8661 -2.8498 -8.3603  N49 1.007
53 H -0.8367 -4.3057 -7.0067  N50 1.005
54 H -1.7097 -5.6946 -6.5245  N50 1.009
55 C -6.7263 -0.7194 -9.1035  O56 1.209, N57 1.364, N58 1.377
56 O -7.5727 -0.8043 -8.2437  C55 1.209
57 N -6.7733 0.2006 -10.1089  C55 1.364, H59 1.002, H60 1.003
58 N -5.5706 -1.4678 -9.1176  C55 1.377, H61 1.000, H62 1.005
59 H -7.5328 0.8438 -10.2286  N57 1.002
60 H -6.0289 0.3115 -10.7724  N57 1.003
61 H -5.0487 -1.6265 -9.9558  N58 1.000
62 H -5.4654 -2.0606 -8.3133  N58 1.005

Properties
Strongest force on any atom ... 0.03538 Eh/bohr
LUMO level ... -0.7 eV
Electronic energy ... -1729.89891 Ha
SMILES string ... NC(N)=O.NC(N)=O.NC(N)=O.NC(N)=O.NC(N)=O.NC(N)=O.NC(N)=O.O.O
Kohn-Sham gap ... 0.308 hartree
E_HOMO ... -9.12 eV
Energy relative to the best compared isomer or geometry (same formula, charge and spin) ... 2.4738 eV